(1)
Below is a molecular structure, C16H22InN4O4PS, with properties calculated with ωB97M-V/def2-TZVPD.

Each line ends with the Mulliken charge.
Atoms and positions in Å:
In: -0.30 1.21 0.42  1.151
C: 2.63 -0.03 -2.03  -1.273
C: 2.64 -0.06 -0.54  0.181
N: 1.65 0.27 0.28  -0.329
C: 2.10 0.10 1.57  0.357
C: 3.39 -0.34 1.54  0.003
N: 3.69 -0.44 0.20  0.043
C: 4.51 -0.48 2.52  0.503
O: 4.20 -0.81 3.76  -0.465
O: 5.62 -0.29 2.12  -0.507
C: 1.23 0.37 2.74  1.009
O: 1.60 0.11 3.86  -0.726
O: 0.06 0.91 2.44  -0.843
H: 1.66 0.31 -2.39  0.253
H: 2.83 -1.01 -2.44  0.365
H: 3.39 0.66 -2.40  0.366
H: 4.62 -0.68 -0.14  0.273
H: 3.25 -0.64 3.95  0.415
C: -3.68 0.24 0.72  -1.233
P: -2.26 -0.22 -0.29  0.481
C: -2.72 -0.04 -2.02  -1.168
C: -1.90 -1.96 0.03  -1.208
H: -4.53 -0.41 0.46  0.435
H: -3.96 1.28 0.53  0.390
H: -3.45 0.11 1.77  0.383
H: -3.59 -0.66 -2.22  0.421
H: -1.90 -0.37 -2.67  0.379
H: -2.96 0.99 -2.24  0.387
H: -2.78 -2.56 -0.21  0.439
H: -1.64 -2.10 1.08  0.383
H: -1.07 -2.30 -0.59  0.378
N: 0.25 3.79 2.61  -0.280
C: 0.08 4.40 1.45  0.819
S: -0.44 3.60 -0.02  -0.192
N: 0.28 5.70 1.35  -0.135
C: 0.11 6.49 0.15  -0.553
C: 1.23 6.76 -0.63  -0.159
C: 1.07 7.54 -1.77  -0.569
C: -0.18 8.02 -2.11  -0.447
C: -1.29 7.74 -1.32  -0.573
C: -1.14 6.97 -0.18  0.046
H: 0.08 2.80 2.74  0.203
H: 0.54 4.32 3.43  0.221
H: 0.55 6.20 2.19  0.243
H: 2.20 6.38 -0.34  0.455
H: 1.93 7.77 -2.38  0.403
H: -0.30 8.63 -3.00  0.412
H: -2.26 8.13 -1.58  0.406
H: -1.99 6.76 0.46  0.456

Summary:
Energy above the lowest of the compared OMol25 structures with the same formula, charge and spin   0.0 kJ/mol
HOMO-LUMO gap   8.3 eV
Total charge   +2

(2)
Below is 2 unconnected molecules or ions with the total composition C4H12N2O3, with properties calculated with ωB97M-V/def2-TZVPD.

Each line ends with the natural charge from an NBO analysis.
Atoms and positions in Å:
C: 2.15 -0.52 -0.79  -0.260
C: -0.64 -1.66 0.76  -0.446
C: -1.35 -0.52 -1.22  -0.442
N: -0.31 -0.59 -0.19  -0.181
O: 0.91 -1.14 -1.06  -0.447
H: 2.36 -0.49 0.28  0.183
H: 2.19 0.46 -1.28  0.186
H: 2.92 -1.13 -1.27  0.194
H: 0.16 -1.75 1.50  0.212
H: -0.81 -2.62 0.26  0.195
H: -1.55 -1.42 1.32  0.199
H: -2.32 -0.25 -0.78  0.193
H: -1.48 -1.47 -1.75  0.196
H: -1.08 0.26 -1.94  0.222
C: 0.37 1.97 0.59  0.897
N: -0.99 1.97 0.80  -0.868
O: 1.05 1.42 1.62  -0.682
O: 0.88 2.79 -0.18  -0.616
H: 0.41 1.14 2.31  0.487
H: -1.49 2.51 0.11  0.397
H: -1.39 1.04 0.91  0.380

Summary:
Structure (SMILES)   CON(C)C.NC(=O)O
Energy above the lowest of the compared OMol25 structures with the same formula, charge and spin   305.4 kJ/mol
HOMO-LUMO gap   10.3 eV

(3)
Below is C10H6ClIO in the gas phase, with properties calculated with ωB97M-V/def2-TZVPD.

Each line ends with the natural charge from an NBO analysis.
Atoms and positions in Å:
C: 1.40 1.08 -2.31  -0.157
C: 2.56 0.74 -2.20  -0.198
C: 0.21 -0.60 2.59  -0.203
C: 0.50 -1.38 1.51  -0.183
C: -0.74 0.38 2.44  -0.194
C: 0.04 -1.11 0.28  -0.197
C: -1.25 0.59 1.15  -0.192
C: -0.84 -0.10 0.05  -0.090
C: -0.10 1.00 -2.22  0.522
C: -1.34 0.03 -1.31  -0.205
O: -0.75 1.75 -2.89  -0.510
Cl: -1.46 -1.49 -2.19  -0.004
I: 4.56 0.69 -2.02  0.324
H: 0.71 -0.72 3.46  0.207
H: 1.26 -2.17 1.61  0.209
H: -1.00 1.01 3.26  0.216
H: 0.33 -1.65 -0.55  0.215
H: -1.98 1.26 0.94  0.202
H: -2.10 0.67 -1.60  0.242

Summary:
Structure (SMILES)   O=C(C#CI)[C@@H](Cl)c1ccccc1
Energy above the lowest of the compared OMol25 structures with the same formula, charge and spin   142.9 kJ/mol
HOMO-LUMO gap   8.9 eV

(4)
Below is 10 unconnected molecules or ions with the total composition C25H75N15O10, with properties calculated with ωB97M-V/def2-TZVPD.

Each line ends with the Mulliken charge.
Atoms and positions in Å:
C: 4.42 1.54 -1.85  0.341
O: 5.57 1.85 -2.19  -0.777
N: 3.65 2.30 -1.13  0.283
N: 3.98 0.31 -2.05  -0.065
H: 4.00 3.22 -0.88  0.063
H: 2.68 2.01 -1.09  0.053
H: 3.19 0.03 -1.50  0.024
H: 4.49 -0.33 -2.64  0.196
C: 0.42 0.67 -0.39  0.167
O: 1.24 0.93 -1.24  -0.030
N: -0.76 0.21 -0.48  0.159
N: 0.78 0.68 0.83  0.128
H: -1.29 -0.05 0.34  0.259
H: -1.00 -0.20 -1.38  -0.310
H: 1.70 1.09 0.87  -0.143
H: 0.19 0.44 1.62  0.097
C: -2.33 -0.02 2.99  0.506
O: -1.53 -0.47 2.17  -0.712
N: -1.96 0.49 4.15  -0.365
N: -3.60 0.03 2.95  -0.386
H: -2.59 0.56 4.94  0.250
H: -0.97 0.45 4.31  0.129
H: -4.10 0.39 3.75  0.133
H: -4.12 -0.35 2.17  0.248
C: -0.50 -1.22 -3.80  0.669
O: -1.08 -0.28 -3.38  -0.537
N: 0.64 -1.53 -3.29  -0.176
N: -0.75 -1.90 -4.92  -0.461
H: 1.08 -2.39 -3.59  0.186
H: 1.01 -0.95 -2.56  -0.182
H: -0.20 -2.72 -5.14  0.131
H: -1.62 -1.64 -5.37  0.256
C: 2.02 5.18 -0.33  0.660
O: 3.10 4.85 0.14  -0.739
N: 1.13 4.40 -0.89  -0.148
N: 1.61 6.41 -0.26  -0.364
H: 1.32 3.41 -0.95  -0.305
H: 0.34 4.74 -1.42  0.301
H: 2.07 7.20 0.18  0.244
H: 0.78 6.57 -0.81  0.116
C: -4.17 1.37 -2.06  -1.559
C: -5.22 1.32 -1.05  1.076
C: -5.93 2.70 -0.97  -0.854
O: -6.66 2.74 0.22  -0.306
C: -7.80 3.45 0.28  -0.775
N: -6.18 0.22 -1.37  -0.758
H: -3.37 2.10 -1.97  0.347
H: -4.68 1.66 -2.98  0.400
H: -3.79 0.35 -2.04  0.226
H: -4.71 1.08 -0.12  -0.092
H: -6.56 2.82 -1.85  0.427
H: -5.30 3.59 -0.91  0.392
H: -7.84 3.97 1.24  0.230
H: -8.60 2.73 0.12  0.279
H: -7.96 4.26 -0.43  0.340
H: -6.59 0.50 -2.25  0.310
H: -6.93 0.32 -0.70  0.279
C: 1.60 2.60 -4.34  -1.245
C: 0.21 2.92 -4.68  0.404
C: -0.43 2.27 -5.90  -0.462
O: 0.35 2.53 -7.12  -0.344
C: -0.44 2.14 -8.26  -0.737
N: -0.43 2.47 -3.49  -0.388
H: 2.18 2.66 -5.26  0.606
H: 1.82 1.61 -3.94  0.021
H: 2.06 3.36 -3.71  0.406
H: 0.08 4.00 -4.73  0.014
H: -1.42 2.71 -6.03  0.437
H: -0.50 1.19 -5.78  0.206
H: -0.74 1.10 -8.23  0.277
H: 0.13 2.18 -9.19  0.273
H: -1.37 2.72 -8.29  0.301
H: -0.82 1.56 -3.67  0.324
H: 0.21 2.40 -2.71  0.003
C: -1.14 -7.78 0.18  -1.485
C: -2.00 -6.87 -0.68  0.354
C: -2.28 -5.47 -0.01  -0.669
O: -1.35 -4.55 -0.53  -0.299
C: -1.48 -3.21 0.01  -0.757
N: -1.30 -6.84 -1.98  -0.766
H: -1.10 -8.80 -0.22  0.353
H: -1.64 -7.82 1.15  0.373
H: -0.16 -7.31 0.28  0.401
H: -3.01 -7.23 -0.85  0.307
H: -2.17 -5.47 1.08  0.346
H: -3.33 -5.23 -0.17  0.379
H: -2.44 -2.74 -0.22  0.389
H: -0.64 -2.65 -0.40  0.101
H: -1.42 -3.13 1.09  0.372
H: -0.33 -7.04 -1.81  0.322
H: -1.14 -5.88 -2.28  0.275
C: 6.23 0.70 2.45  -1.514
C: 5.14 -0.52 2.62  0.673
C: 4.31 -0.62 1.37  -0.450
O: 3.04 -1.14 1.70  0.465
C: 2.91 -2.48 1.40  -1.209
N: 5.79 -1.76 2.97  -0.583
H: 7.05 0.60 1.73  0.395
H: 6.86 0.87 3.32  0.405
H: 5.81 1.65 2.12  0.350
H: 4.43 -0.20 3.38  -0.285
H: 4.96 -1.23 0.74  0.458
H: 4.15 0.34 0.89  -0.098
H: 1.86 -2.77 1.45  0.156
H: 3.61 -2.96 2.09  0.367
H: 3.17 -2.72 0.37  0.340
H: 6.45 -2.00 2.24  0.298
H: 6.38 -1.59 3.77  0.308
C: 2.30 -1.36 5.19  -1.403
C: 1.04 -0.39 5.39  0.308
C: 1.20 0.50 6.62  -0.861
O: 1.61 -0.21 7.83  -0.384
C: 0.50 -0.91 8.37  -0.687
N: 1.01 0.57 4.20  -0.764
H: 2.30 -1.83 4.21  0.266
H: 2.44 -2.12 5.96  0.479
H: 3.24 -0.81 5.27  0.298
H: 0.08 -0.89 5.49  0.624
H: 0.30 1.08 6.83  0.389
H: 1.92 1.32 6.60  0.353
H: 0.32 -1.76 7.71  0.269
H: -0.38 -0.29 8.51  0.287
H: 0.78 -1.48 9.26  0.297
H: 1.95 0.92 4.24  0.435
H: 1.00 -0.06 3.41  0.065

Summary:
Structure (SMILES)   COC[C@H](C)N.COC[C@H](C)N.COC[C@H](C)N.COC[C@H](C)N.COC[C@H](C)N.NC(N)=O.NC(N)=O.NC(N)=O.NC(N)=O.NC(N)=O
Energy above the lowest of the compared OMol25 structures with the same formula, charge and spin   538.1 kJ/mol
HOMO-LUMO gap   8.1 eV

(5)
Below is a molecular structure, C9H10IrN2O4Se, with properties calculated with ωB97M-V/def2-TZVPD.

Each line ends with the natural charge from an NBO analysis.
Atoms and positions in Å:
Ir: -2.01 0.46 -0.47  0.291
O: -2.57 -1.14 -3.02  -0.274
C: -2.37 -0.52 -2.07  0.462
C: -1.61 1.40 1.14  0.441
O: -1.34 1.94 2.12  -0.314
C: -3.35 -0.55 0.45  0.461
O: -4.13 -1.18 1.01  -0.263
C: -0.69 1.48 -1.40  0.430
O: 0.14 2.06 -1.94  -0.316
H: -5.11 3.41 -1.90  0.002
H: -4.95 3.82 -1.22  0.001
C: 1.32 -1.41 -1.95  -0.446
N: 1.75 -0.91 -0.65  -0.334
C: 2.99 -0.48 -0.33  0.197
C: 3.01 -0.16 1.01  0.190
N: 1.79 -0.38 1.52  -0.321
C: 1.42 -0.22 2.93  -0.452
C: 1.03 -0.82 0.49  0.182
Se: -0.61 -1.38 0.67  0.797
H: 0.49 -0.79 -2.34  0.237
H: 0.97 -2.46 -1.85  0.269
H: 2.16 -1.39 -2.68  0.303
H: 3.83 -0.44 -1.02  0.311
H: 3.87 0.19 1.58  0.314
H: 2.04 -0.89 3.55  0.297
H: 1.58 0.83 3.24  0.289
H: 0.35 -0.48 3.11  0.246

Summary:
⟨S²⟩   6.013
2S+1   5
HOMO-LUMO gap (spin up / spin down)   5.1 / 4.3 eV
Total charge   +3

Molar mass across the listed records, respectively: 512.2, 136.2, 304.5, 746.0, 481.4 u.